(1)
The following is a DFT calculation (the ωB97M-V functional and the def2-TZVPD basis) of 3 unconnected molecules or ions with the total composition C4H14NO2.

XYZ file:
```
21
Properties=species:S:1:pos:R:3:lowdin_charge:R:1
C 2.59 -0.55 -0.70 -0.084
C 1.24 -1.20 -0.97 -0.202
C 0.04 -0.32 -0.60 -0.314
C -1.03 -0.22 -1.39 0.103
N 0.04 0.01 0.83 0.214
H 2.86 -0.44 0.36 0.076
H 3.35 -1.22 -1.09 0.086
H 2.55 0.46 -1.09 0.086
H 1.14 -1.46 -2.02 0.123
H 1.04 -2.12 -0.40 0.132
H -0.95 -0.52 -2.42 0.085
H -2.01 0.09 -1.05 0.080
H -0.05 1.02 1.02 0.132
H 0.92 -0.39 1.16 0.147
H -0.82 -0.35 1.30 0.109
H -3.16 -1.32 1.49 0.084
H -2.53 -0.76 2.77 0.060
O -2.34 -0.99 1.87 -0.017
H 0.61 3.36 0.23 0.065
H -0.67 3.05 -0.56 0.074
O -0.12 2.75 0.19 -0.039
```

- Multiplicity: 1
- Relative energy (zero: lowest compared OMol25 entry of this formula, charge and spin): 26.86 kcal per mole
- Net charge: +1
- Molar mass: 108.16 g mol⁻¹
- Gap between HOMO and LUMO: 11.1 eV

(2)
The following is a DFT calculation (the ωB97M-V functional and the def2-TZVPD basis) of 3 unconnected molecules or ions with the total composition C4H14NO2.

XYZ file:
```
21
Properties=species:S:1:pos:R:3:lowdin_charge:R:1
C -1.44 0.42 -1.54 -0.060
N -1.13 0.85 -0.10 0.089
C -0.79 -0.35 0.72 -0.096
C -0.55 -1.44 -0.31 -0.154
C -1.50 -1.10 -1.44 -0.143
H -2.35 0.82 -1.98 0.144
H -0.60 0.76 -2.16 0.141
H -1.99 1.29 0.18 0.178
H -0.41 1.58 -0.12 0.141
H -1.62 -0.56 1.39 0.154
H 0.12 -0.23 1.31 0.100
H 0.49 -1.36 -0.73 0.147
H -0.76 -2.45 0.01 0.133
H -2.45 -1.56 -1.07 0.160
H -1.21 -1.52 -2.40 0.141
H 3.39 -0.88 2.91 0.202
H 2.62 -0.44 1.59 0.157
O 2.49 -0.69 2.53 0.457
H 2.20 1.27 -0.88 0.053
H 2.44 2.41 -0.02 0.073
O 1.71 1.85 -0.30 -0.016
```

- Multiplicity: 2
- Relative energy (zero: lowest compared OMol25 entry of this formula, charge and spin): 41.15 kcal per mole
- Net charge: +2
- <S²>: 0.75
- Molar mass: 108.16 g mol⁻¹
- Gap between HOMO and LUMO (spin up / spin down): 11.4 / 3.1 eV

(3)
The following is a DFT calculation (the ωB97M-V functional and the def2-TZVPD basis) of 3 unconnected molecules or ions with the total composition C4H14NO2S.

XYZ file:
```
22
Properties=species:S:1:pos:R:3:lowdin_charge:R:1
C -2.28 0.42 -1.22 -0.283
N -1.75 -0.89 -0.83 -0.097
C -0.75 -1.41 -1.77 -0.325
C 0.73 -1.07 -1.44 -0.746
S 1.71 -0.44 -2.87 0.076
C -1.46 1.65 -0.74 -0.093
H -3.27 0.54 -0.76 0.087
H -2.37 0.53 -2.27 0.087
H -1.29 -0.72 0.06 0.086
H -0.79 -2.50 -1.75 0.083
H -0.92 -1.07 -2.79 0.062
H 0.78 -0.23 -0.75 -0.018
H 1.19 -1.96 -1.04 0.026
H -0.43 1.42 -0.77 0.023
H -1.75 1.96 0.27 0.060
H -1.51 2.49 -1.44 0.067
H 0.75 -0.35 7.29 0.027
H 1.86 0.22 6.41 0.035
O 1.66 -0.48 7.04 -0.062
H 3.83 0.57 -0.78 0.003
H 2.63 0.93 0.07 0.008
O 3.43 0.39 0.07 -0.106
```

- Multiplicity: 1
- Relative energy (zero: lowest compared OMol25 entry of this formula, charge and spin): 30.71 kcal per mole
- Net charge: -1
- Molar mass: 140.23 g mol⁻¹
- Gap between HOMO and LUMO: 5.1 eV

Copy entry 2 word for word.
The following is a DFT calculation (the ωB97M-V functional and the def2-TZVPD basis) of 3 unconnected molecules or ions with the total composition C4H14NO2.

XYZ file:
```
21
Properties=species:S:1:pos:R:3:lowdin_charge:R:1
C -1.44 0.42 -1.54 -0.060
N -1.13 0.85 -0.10 0.089
C -0.79 -0.35 0.72 -0.096
C -0.55 -1.44 -0.31 -0.154
C -1.50 -1.10 -1.44 -0.143
H -2.35 0.82 -1.98 0.144
H -0.60 0.76 -2.16 0.141
H -1.99 1.29 0.18 0.178
H -0.41 1.58 -0.12 0.141
H -1.62 -0.56 1.39 0.154
H 0.12 -0.23 1.31 0.100
H 0.49 -1.36 -0.73 0.147
H -0.76 -2.45 0.01 0.133
H -2.45 -1.56 -1.07 0.160
H -1.21 -1.52 -2.40 0.141
H 3.39 -0.88 2.91 0.202
H 2.62 -0.44 1.59 0.157
O 2.49 -0.69 2.53 0.457
H 2.20 1.27 -0.88 0.053
H 2.44 2.41 -0.02 0.073
O 1.71 1.85 -0.30 -0.016
```

- Multiplicity: 2
- Relative energy (zero: lowest compared OMol25 entry of this formula, charge and spin): 41.15 kcal per mole
- Net charge: +2
- <S²>: 0.75
- Molar mass: 108.16 g mol⁻¹
- Gap between HOMO and LUMO (spin up / spin down): 11.4 / 3.1 eV

- Look up the multiplicity of the first one.
  1

- What is the multiplicity in the first record?
  1

What did the second record say?
The following is a DFT calculation (the ωB97M-V functional and the def2-TZVPD basis) of 3 unconnected molecules or ions with the total composition C4H14NO2.

XYZ file:
```
21
Properties=species:S:1:pos:R:3:lowdin_charge:R:1
C -1.44 0.42 -1.54 -0.060
N -1.13 0.85 -0.10 0.089
C -0.79 -0.35 0.72 -0.096
C -0.55 -1.44 -0.31 -0.154
C -1.50 -1.10 -1.44 -0.143
H -2.35 0.82 -1.98 0.144
H -0.60 0.76 -2.16 0.141
H -1.99 1.29 0.18 0.178
H -0.41 1.58 -0.12 0.141
H -1.62 -0.56 1.39 0.154
H 0.12 -0.23 1.31 0.100
H 0.49 -1.36 -0.73 0.147
H -0.76 -2.45 0.01 0.133
H -2.45 -1.56 -1.07 0.160
H -1.21 -1.52 -2.40 0.141
H 3.39 -0.88 2.91 0.202
H 2.62 -0.44 1.59 0.157
O 2.49 -0.69 2.53 0.457
H 2.20 1.27 -0.88 0.053
H 2.44 2.41 -0.02 0.073
O 1.71 1.85 -0.30 -0.016
```

- Multiplicity: 2
- Relative energy (zero: lowest compared OMol25 entry of this formula, charge and spin): 41.15 kcal per mole
- Net charge: +2
- <S²>: 0.75
- Molar mass: 108.16 g mol⁻¹
- Gap between HOMO and LUMO (spin up / spin down): 11.4 / 3.1 eV